(one)
Formula: C4H13N3
Source: OMol25
Level of theory: ωB97M-V/def2-TZVPD

- LUMO level: 1.1 eV
- Kohn-Sham gap: 9.21 eV
- Highest occupied orbital energy: -0.29930 hartree
- Structure (SMILES): C[C@H](CN)NCN
- Charge: 0

Last column: Mulliken charge in e.
CARTESIAN COORDINATES (ANGSTROEM)
1 C -0.19 1.71 -0.09  -1.549
2 C -0.45 0.20 -0.30  0.363
3 C -1.74 -0.28 0.39  -0.811
4 N -2.82 0.65 0.05  -0.575
5 N 0.65 -0.54 0.33  -0.368
6 C 1.80 -0.81 -0.54  -0.232
7 N 2.71 -1.86 -0.23  -0.566
8 H -0.88 2.38 -0.61  0.408
9 H -0.17 1.88 0.99  0.341
10 H 0.78 2.00 -0.51  0.381
11 H -0.50 -0.05 -1.35  0.319
12 H -1.51 -0.36 1.46  0.290
13 H -1.80 -1.33 0.06  0.396
14 H -3.71 0.18 0.14  0.229
15 H -2.74 1.41 0.71  0.232
16 H 0.85 -0.33 1.30  0.250
17 H 2.21 0.22 -0.72  0.261
18 H 1.34 -1.05 -1.50  0.165
19 H 2.48 -2.48 0.53  0.229
20 H 3.67 -1.55 -0.11  0.236

(two)
Formula: C4H13N3
Source: OMol25
Level of theory: ωB97M-V/def2-TZVPD

- LUMO level: 1.0 eV
- Kohn-Sham gap: 8.98 eV
- Highest occupied orbital energy: -0.29389 hartree
- Charge: 0

Last column: Mulliken charge in e.
CARTESIAN COORDINATES (ANGSTROEM)
1 C 1.10 -0.63 -1.53  -1.638
2 C -0.13 -0.36 -0.67  0.625
3 N -1.42 -0.67 -1.29  -0.638
4 N 1.14 -1.23 1.28  -0.454
5 C -0.09 -0.84 0.71  -0.393
6 H -1.46 -1.64 -1.60  0.245
7 H -1.57 -0.08 -2.10  0.291
8 H 1.16 -1.78 2.13  0.198
9 H 1.91 -0.62 1.08  0.170
10 H -0.92 -1.49 1.00  0.402
11 H 0.97 -0.18 -2.51  0.390
12 H 2.00 -0.18 -1.10  0.362
13 H 1.27 -1.70 -1.66  0.380
14 C -0.55 1.76 1.44  -0.351
15 N -0.37 2.21 0.19  -0.724
16 H -0.15 0.85 -0.53  0.279
17 H -1.26 2.43 -0.25  0.252
18 H 0.31 1.91 2.11  0.294
19 H -1.50 1.89 1.96  0.269
20 H -0.45 0.34 1.34  0.039

Among the structures above, stability is greatest for (one).